{
  "formula": "C44H118N8O17",
  "method": "the ωB97M-V functional and the def2-TZVPD basis",
  "gap_ev": 8.977,
  "lumo_ev": 0.4,
  "total_charge": 0,
  "homo_ev": -8.54,
  "smiles": "COC[C@H](C)N.COC[C@H](C)N.COC[C@H](C)N.COC[C@H](C)N.COC[C@H](C)N.COCCNCCOC.COCCNCCOC.COCCNCCOC.OCCO.OCCO.OCCO",
  "spin_multiplicity": 1,
  "relative_energy_ev": 0.000,
  "species": ["O", "O", "O", "O", "O", "O", "O", "O", "O", "O", "O", "O", "O", "O", "O", "O", "O", "N", "N", "N", "N", "N", "N", "N", "N", "C", "C", "C", "C", "C", "C", "C", "C", "C", "C", "C", "C", "C", "C", "C", "C", "C", "C", "C", "C", "C", "C", "C", "C", "C", "C", "C", "C", "C", "C", "C", "C", "C", "C", "C", "C", "C", "C", "C", "C", "C", "C", "C", "C", "H", "H", "H", "H", "H", "H", "H", "H", "H", "H", "H", "H", "H", "H", "H", "H", "H", "H", "H", "H", "H", "H", "H", "H", "H", "H", "H", "H", "H", "H", "H", "H", "H", "H", "H", "H", "H", "H", "H", "H", "H", "H", "H", "H", "H", "H", "H", "H", "H", "H", "H", "H", "H", "H", "H", "H", "H", "H", "H", "H", "H", "H", "H", "H", "H", "H", "H", "H", "H", "H", "H", "H", "H", "H", "H", "H", "H", "H", "H", "H", "H", "H", "H", "H", "H", "H", "H", "H", "H", "H", "H", "H", "H", "H", "H", "H", "H", "H", "H", "H", "H", "H", "H", "H", "H", "H", "H", "H", "H", "H", "H", "H", "H", "H", "H", "H", "H", "H"],
  "positions_angstrom": [[-9.199, 26.868, -14.633], [-5.256, 22.578, -20.114], [-8.190, 23.380, -12.607], [-6.988, 30.430, -18.852], [-4.267, 24.672, -15.110], [-10.218, 25.470, -10.015], [-15.806, 34.235, -15.927], [-9.217, 22.854, -16.753], [-6.095, 31.786, -14.527], [-16.583, 23.286, -15.978], [-13.398, 27.848, -18.568], [-11.716, 30.465, -14.131], [-15.269, 28.299, -12.640], [-8.223, 35.890, -19.457], [-11.999, 27.007, -16.015], [-14.014, 23.995, -14.300], [-13.337, 26.173, -21.450], [-9.838, 27.610, -11.628], [-4.897, 28.171, -15.996], [-7.171, 33.390, -18.970], [-15.033, 31.782, -11.482], [-13.234, 31.607, -16.383], [-3.591, 30.690, -14.229], [-10.670, 23.930, -13.969], [-6.928, 24.110, -18.381], [-7.172, 34.423, -17.915], [-8.699, 26.657, -11.398], [-13.894, 26.637, -19.123], [-9.668, 27.772, -15.644], [-4.308, 23.420, -15.701], [-8.961, 24.226, -16.932], [-4.120, 21.775, -19.920], [-14.267, 26.840, -20.583], [-7.476, 31.714, -14.774], [-15.635, 30.417, -11.648], [-14.373, 27.268, -13.015], [-14.156, 23.470, -15.625], [-4.882, 25.660, -15.887], [-5.067, 26.969, -13.841], [-16.985, 30.496, -12.305], [-10.458, 24.514, -9.021], [-2.844, 31.625, -16.373], [-4.999, 23.913, -19.846], [-8.272, 32.443, -18.814], [-16.361, 34.098, -14.654], [-6.271, 24.653, -19.552], [-15.231, 33.052, -16.415], [-8.047, 31.106, -19.427], [-4.496, 26.969, -15.274], [-8.258, 24.608, -18.224], [-3.858, 31.771, -15.234], [-8.887, 22.387, -13.328], [-15.393, 22.582, -15.664], [-7.377, 27.413, -11.391], [-6.796, 29.151, -19.375], [-6.938, 23.752, -13.184], [-8.880, 25.803, -10.155], [-10.362, 22.676, -13.245], [-9.867, 22.226, -17.786], [-11.135, 28.028, -15.466], [-8.971, 37.041, -19.755], [-5.290, 31.755, -15.668], [-11.459, 30.436, -12.756], [-13.965, 32.652, -15.638], [-8.247, 35.528, -18.110], [-11.138, 21.536, -13.840], [-11.331, 31.615, -14.806], [-14.639, 29.519, -12.320], [-11.784, 31.628, -16.253], [-4.184, 30.798, -13.413], [-15.340, 21.760, -16.367], [-13.337, 27.402, -12.684], [-7.096, 24.008, -14.236], [-7.945, 31.211, -20.522], [-9.621, 28.423, -11.040], [-3.048, 32.430, -17.099], [-11.715, 32.557, -14.379], [-14.778, 26.348, -12.605], [-9.578, 24.277, -8.418], [-9.231, 27.371, -13.800], [-13.059, 25.951, -19.003], [-10.582, 27.174, -11.070], [-8.011, 31.450, -13.866], [-8.664, 25.988, -12.264], [-13.080, 27.667, -17.669], [-13.072, 24.224, -14.251], [-7.231, 28.083, -12.236], [-11.890, 29.584, -12.238], [-3.882, 23.399, -16.719], [-17.584, 31.275, -11.828], [-10.512, 22.799, -12.166], [-8.909, 24.450, -19.110], [-10.655, 22.843, -18.210], [-16.707, 35.082, -14.349], [-8.408, 26.274, -9.275], [-5.779, 28.862, -19.125], [-15.733, 30.021, -10.624], [-8.276, 24.892, -10.301], [-4.823, 26.084, -13.241], [-10.827, 20.587, -13.400], [-9.262, 21.958, -18.667], [-5.328, 23.016, -15.775], [-5.848, 28.453, -15.779], [-3.350, 21.960, -20.687], [-11.901, 31.335, -12.302], [-6.978, 24.593, -20.403], [-8.976, 30.524, -19.279], [-15.239, 26.374, -20.731], [-15.633, 33.764, -13.904], [-14.366, 30.019, -13.265], [-11.456, 28.935, -15.963], [-5.976, 25.513, -15.846], [-14.260, 27.896, -20.841], [-7.828, 32.701, -15.126], [-8.191, 25.706, -18.152], [-14.970, 33.138, -17.468], [-4.210, 24.010, -19.096], [-10.011, 24.641, -13.628], [-12.200, 21.687, -13.648], [-5.487, 30.855, -16.279], [-10.266, 23.684, -14.885], [-11.300, 24.812, -8.397], [-3.406, 27.043, -15.166], [-10.379, 30.338, -12.558], [-6.844, 29.210, -20.478], [-10.229, 31.735, -14.767], [-2.627, 30.789, -13.935], [-5.477, 32.610, -16.337], [-8.565, 37.913, -19.225], [-7.306, 33.920, -16.961], [-6.541, 24.608, -12.641], [-11.425, 32.550, -16.710], [-13.313, 22.844, -15.963], [-16.734, 23.920, -15.268], [-13.799, 29.295, -11.665], [-17.190, 33.377, -14.654], [-11.297, 28.128, -14.393], [-1.812, 31.811, -16.079], [-15.417, 22.213, -14.626], [-14.283, 32.186, -14.697], [-6.811, 23.106, -18.369], [-3.701, 22.692, -15.160], [-15.972, 32.242, -16.320], [-4.411, 20.729, -20.008], [-7.265, 27.960, -10.450], [-6.236, 22.922, -13.027], [-4.316, 28.983, -15.849], [-7.764, 31.021, -15.583], [-3.710, 32.739, -14.719], [-14.687, 26.169, -18.523], [-9.138, 28.720, -15.445], [-10.938, 21.481, -14.912], [-8.575, 21.382, -13.006], [-13.605, 30.733, -16.030], [-9.892, 24.806, -16.925], [-9.427, 27.496, -16.667], [-6.568, 26.683, -11.493], [-8.583, 22.456, -14.391], [-14.193, 24.350, -16.277], [-9.268, 32.852, -19.056], [-3.652, 21.927, -18.938], [-15.736, 32.271, -10.916], [-4.584, 24.363, -20.768], [-14.370, 27.230, -14.110], [-11.410, 30.741, -16.762], [-7.946, 36.362, -17.459], [-7.527, 28.380, -19.096], [-6.040, 25.723, -19.483], [-8.309, 24.644, -16.160], [-6.167, 26.872, -13.904], [-4.611, 25.531, -16.942], [-17.498, 29.538, -12.273], [-9.265, 35.184, -17.877], [-8.893, 37.240, -20.819], [-13.342, 33.520, -15.424], [-12.064, 26.291, -15.363], [-8.431, 32.277, -17.730], [-12.653, 26.782, -21.734], [-7.372, 33.891, -19.833], [-10.306, 21.297, -17.423], [-16.909, 30.797, -13.356], [-14.316, 31.669, -10.754], [-10.022, 36.886, -19.482], [-4.833, 27.867, -13.270], [-6.237, 34.988, -17.943], [-10.736, 23.542, -9.460], [-2.933, 30.666, -16.881]]
}


{
  "formula": "C44H120BFeNO51",
  "method": "the ωB97M-V functional and the def2-TZVPD basis",
  "gap_ev": [6.752, 6.513],
  "s2": 6.006,
  "lumo_ev": [-1.7, -1.9],
  "total_charge": 0,
  "homo_ev": [-8.44, -8.44],
  "spin_multiplicity": 5,
  "species": ["Fe", "O", "O", "O", "O", "O", "O", "O", "O", "O", "O", "O", "O", "O", "O", "O", "O", "O", "O", "O", "O", "O", "O", "O", "O", "O", "O", "O", "O", "O", "O", "O", "O", "O", "O", "O", "O", "O", "O", "O", "O", "O", "O", "O", "O", "O", "O", "O", "O", "O", "O", "O", "N", "C", "C", "C", "C", "C", "C", "C", "C", "C", "C", "C", "C", "C", "C", "C", "C", "C", "C", "C", "C", "C", "C", "C", "C", "C", "C", "C", "C", "C", "C", "C", "C", "C", "C", "C", "C", "C", "C", "C", "C", "C", "C", "C", "C", "B", "H", "H", "H", "H", "H", "H", "H", "H", "H", "H", "H", "H", "H", "H", "H", "H", "H", "H", "H", "H", "H", "H", "H", "H", "H", "H", "H", "H", "H", "H", "H", "H", "H", "H", "H", "H", "H", "H", "H", "H", "H", "H", "H", "H", "H", "H", "H", "H", "H", "H", "H", "H", "H", "H", "H", "H", "H", "H", "H", "H", "H", "H", "H", "H", "H", "H", "H", "H", "H", "H", "H", "H", "H", "H", "H", "H", "H", "H", "H", "H", "H", "H", "H", "H", "H", "H", "H", "H", "H", "H", "H", "H", "H", "H", "H", "H", "H", "H", "H", "H", "H", "H", "H", "H", "H", "H", "H", "H", "H", "H", "H", "H", "H", "H", "H", "H", "H", "H", "H", "H"],
  "positions_angstrom": [[10.973, -17.586, 9.579], [17.144, -18.913, -5.626], [12.041, -19.760, 5.374], [11.431, -12.138, 5.073], [13.329, -19.047, -3.863], [19.410, -15.072, 3.516], [15.219, -14.873, 9.992], [9.771, -14.253, 7.940], [12.438, -15.972, 10.121], [8.935, -15.649, 6.580], [8.949, -18.052, 2.016], [17.196, -19.400, 7.361], [11.963, -19.090, 10.740], [18.567, -14.252, 7.299], [14.095, -16.603, 6.059], [18.367, -17.547, 4.420], [13.669, -16.141, 4.064], [11.205, -9.794, 2.819], [8.298, -19.308, 4.454], [10.854, -16.154, -4.104], [16.636, -8.649, 3.517], [13.021, -14.466, 2.379], [15.477, -15.790, -5.955], [18.832, -13.508, 9.927], [13.605, -20.994, 3.375], [9.006, -15.281, 1.573], [14.611, -16.077, 1.742], [10.892, -18.249, -1.877], [5.152, -12.786, 0.407], [10.124, -16.673, 11.290], [14.612, -11.416, -4.683], [16.279, -14.425, 5.535], [8.031, -13.460, -0.303], [16.640, -21.027, 2.958], [15.023, -16.560, -3.236], [20.036, -12.544, 2.839], [17.773, -11.270, 4.148], [16.685, -17.552, 11.111], [16.459, -21.849, -4.709], [17.756, -10.645, -0.857], [10.466, -13.326, -1.800], [17.345, -13.401, -1.712], [12.490, -10.673, -1.959], [10.036, -16.267, 8.323], [14.353, -16.004, -0.549], [12.245, -14.027, 0.172], [20.407, -18.286, -1.527], [12.217, -18.328, 8.016], [12.007, -12.083, 7.968], [18.821, -15.701, -1.313], [15.162, -14.558, 3.519], [10.682, -12.801, 2.482], [9.560, -15.428, 7.567], [17.051, -16.666, 10.052], [9.666, -16.209, 0.670], [20.595, -14.538, 4.196], [11.467, -10.562, 1.598], [15.632, -20.135, 2.381], [16.841, -11.474, -0.170], [18.045, -12.627, 9.013], [9.429, -19.590, 5.257], [16.382, -19.487, -4.606], [17.920, -8.862, 4.025], [13.005, -14.501, 0.960], [18.017, -17.725, 5.802], [14.494, -19.878, 3.511], [19.013, -18.071, -1.284], [15.433, -14.884, 4.779], [17.300, -12.953, -0.379], [12.958, -10.454, -3.242], [20.525, -12.992, 4.116], [12.967, -19.523, -2.576], [17.019, -18.933, 5.992], [14.419, -16.035, 5.048], [12.311, -15.669, 11.552], [10.451, -11.817, 1.494], [10.862, -19.399, 4.584], [14.101, -11.473, -3.417], [16.957, -20.726, -4.005], [15.224, -15.174, -3.594], [13.157, -19.276, 8.622], [12.177, -13.092, 5.746], [6.327, -11.934, 0.323], [7.347, -12.275, -0.802], [10.041, -17.510, 1.371], [14.094, -15.600, 0.587], [12.338, -18.513, -1.635], [12.919, -12.485, 6.974], [18.469, -12.861, 7.588], [12.542, -20.007, 9.764], [18.481, -10.123, 3.611], [9.850, -14.357, -2.588], [16.079, -15.052, -4.965], [11.026, -14.894, -3.494], [10.832, -15.562, 11.788], [15.846, -15.999, 9.217], [18.681, -16.764, -0.431], [14.105, -15.323, 2.942], [9.435, -11.443, 1.617], [18.994, -15.774, 4.022], [10.466, -14.636, 11.343], [12.820, -14.707, 11.608], [13.614, -12.434, -3.249], [17.779, -17.120, 9.380], [10.484, -15.638, 0.230], [17.677, -16.686, -0.013], [8.879, -16.433, -0.049], [14.664, -16.576, -2.346], [17.784, -14.455, 6.782], [13.202, -15.450, 9.866], [18.336, -18.100, -2.137], [18.613, -18.974, -0.823], [15.816, -11.288, -0.491], [16.056, -19.146, 2.210], [9.181, -16.586, 11.450], [10.793, -12.575, 4.505], [10.937, -17.424, 1.987], [13.310, -20.648, 10.197], [11.365, -16.120, -4.916], [16.891, -11.113, 0.858], [15.109, -15.298, 10.846], [20.557, -14.758, 5.263], [21.555, -12.664, 4.260], [11.207, -9.983, 0.712], [16.082, -9.254, 4.016], [13.461, -11.560, 6.778], [10.846, -19.898, 3.615], [12.622, -18.281, 7.147], [19.528, -12.601, 7.567], [12.498, -10.915, 1.594], [16.819, -13.593, 0.360], [12.788, -13.641, 5.030], [17.858, -12.397, 6.814], [17.824, -15.996, 10.427], [18.490, -8.053, 3.568], [15.399, -19.672, -5.038], [18.042, -20.658, -4.080], [8.899, -14.352, 1.355], [13.549, -20.105, 8.033], [11.213, -13.813, -1.444], [13.897, -19.011, 3.231], [11.965, -15.037, -2.959], [12.671, -16.504, 12.154], [15.568, -14.514, -2.798], [12.983, -17.638, -1.719], [21.479, -15.103, 3.902], [18.086, -11.541, 9.092], [13.964, -18.696, 9.069], [9.312, -15.017, -1.908], [7.456, -19.487, 4.881], [11.594, -20.479, 9.508], [13.810, -18.217, -3.810], [12.050, -19.514, 11.597], [18.311, -12.977, 0.027], [12.441, -20.367, 4.747], [13.709, -13.148, 7.325], [10.375, -18.213, 0.609], [9.170, -18.963, 2.223], [10.655, -18.142, -2.801], [9.190, -20.635, 5.454], [14.845, -11.486, -2.621], [16.064, -18.961, -3.706], [17.385, -10.166, -1.602], [13.990, -19.844, -2.377], [18.022, -12.066, 3.673], [4.426, -12.162, 0.473], [15.634, -16.728, -5.823], [19.872, -12.627, 4.908], [18.699, -18.329, 3.974], [5.895, -11.001, -0.038], [12.386, -20.434, -2.717], [15.298, -20.528, 1.421], [12.215, -10.531, -4.035], [16.331, -21.931, 3.050], [16.936, -21.958, -5.535], [10.646, -15.640, 12.859], [8.956, -13.369, -0.542], [14.221, -14.749, -3.631], [11.083, -18.376, 4.279], [13.347, -9.435, -3.239], [16.792, -20.259, 7.505], [11.629, -10.255, -1.892], [18.008, -15.211, -1.169], [19.560, -10.093, 3.758], [18.946, -17.987, 6.308], [17.949, -8.591, 5.081], [9.228, -18.941, 6.110], [16.090, -13.998, -5.245], [9.147, -13.865, -3.260], [11.152, -11.871, 7.585], [11.562, -10.370, 3.499], [15.104, -16.714, 8.862], [10.525, -12.189, 0.473], [14.842, -19.586, 4.501], [16.795, -20.851, -2.934], [17.900, -18.511, -5.192], [19.450, -16.603, 0.325], [16.096, -15.503, 8.279], [19.788, -13.278, 2.272], [17.151, -15.218, -4.854], [17.774, -16.811, 6.345], [18.135, -13.021, -2.103], [20.678, -18.705, -0.706], [11.409, -13.844, 5.925], [18.510, -10.290, 2.534], [12.385, -18.953, -0.639], [11.247, -14.131, -4.240], [16.963, -12.756, 9.037], [15.949, -18.751, 5.895], [6.881, -12.444, -1.773], [7.975, -11.397, -0.949], [18.393, -14.352, 9.795], [13.946, -11.052, -5.272], [13.333, -21.135, 2.465], [11.504, -13.247, 2.268], [16.566, -17.090, 11.945], [17.218, -19.822, 5.392], [6.756, -11.584, 1.262]]
}


| no. | molecular weight (g mol⁻¹) | calculated total energy (eV) |
| --- | --- | --- |
| 1 | 1031.47 | -94261.1691 |
| 2 | 1546.06 | -188533.1746 |